252
Properties=species:S:1:pos:R:3:lowdin_charge:R:1 method="wB97M-V/def2-TZVPD" orbital_gap_ev=8.321 charge=0 lumo_energy_ev=0.1 e_above_lowest_ev=1.969 homo_ev=-8.252 smiles=CC1(C)CCCC(C)(C)N1O.CC1(C)CCCC(C)(C)N1O.COCCNCCOC.COCCNCCOC.COCCNCCOC.COCCNCCOC.COCCNCCOC.COCCNCCOC.COCCNCCOC.COCCNCCOC
C 4.125 -2.051 0.495 -0.037
C 3.319 -0.753 0.245 -0.466
C 3.558 0.121 1.480 -0.042
C 3.951 -0.004 -0.990 -0.131
C 3.195 1.219 -1.504 -0.180
C 1.780 0.743 -1.775 -0.146
C 1.045 0.083 -0.575 -0.476
C 0.634 1.131 0.527 -0.021
C -0.209 -0.559 -1.230 -0.044
N 1.868 -0.983 -0.001 -0.115
O 1.217 -1.577 1.086 -0.018
H 3.800 -2.569 1.398 0.072
H 3.927 -2.814 -0.258 0.076
H 5.186 -1.869 0.665 0.083
H 3.253 1.154 1.316 0.067
H 3.025 -0.297 2.333 0.082
H 4.605 0.095 1.784 0.083
H 4.984 0.298 -0.814 0.116
H 4.060 -0.657 -1.856 0.111
H 3.213 2.035 -0.782 0.099
H 3.665 1.708 -2.358 0.110
H 1.704 0.088 -2.643 0.114
H 1.130 1.571 -2.059 0.117
H 1.272 2.006 0.645 0.069
H 0.483 0.699 1.516 0.074
H -0.376 1.495 0.339 0.070
H 0.114 -1.293 -1.968 0.079
H -0.835 0.165 -1.752 0.079
H -0.867 -0.993 -0.476 0.076
H 1.079 -2.469 0.760 0.101
C -0.660 -4.305 -7.788 -0.065
C -1.662 -3.226 -7.739 -0.517
C -3.038 -3.826 -7.255 -0.019
C -1.197 -2.153 -6.703 -0.122
C -1.976 -0.778 -6.712 -0.147
C -1.835 -0.184 -8.138 -0.144
C -2.251 -1.113 -9.293 -0.501
C -3.776 -1.050 -9.462 -0.029
C -1.604 -0.567 -10.537 -0.058
N -1.723 -2.529 -9.071 -0.083
O -2.023 -3.451 -10.127 -0.024
H -0.559 -4.902 -6.882 0.095
H -0.851 -4.995 -8.610 0.081
H 0.206 -3.787 -8.201 0.090
H -3.468 -4.392 -8.081 0.082
H -2.901 -4.500 -6.409 0.073
H -3.642 -3.032 -6.815 0.062
H -1.358 -2.592 -5.719 0.108
H -0.121 -1.980 -6.716 0.109
H -3.007 -0.927 -6.393 0.095
H -1.524 -0.078 -6.010 0.101
H -0.808 0.168 -8.240 0.112
H -2.419 0.736 -8.181 0.113
H -4.124 -1.502 -10.391 0.082
H -4.030 0.009 -9.491 0.077
H -4.332 -1.410 -8.596 0.075
H -1.940 -1.052 -11.453 0.082
H -0.541 -0.749 -10.380 0.088
H -1.734 0.501 -10.712 0.092
H -1.319 -3.256 -10.750 0.092
C 0.590 0.628 9.147 -0.120
O 1.029 0.245 7.834 -0.203
C -0.057 -0.406 7.049 -0.170
C -0.193 -1.880 7.453 -0.187
N -1.448 -2.543 7.023 -0.077
C -1.649 -2.478 5.596 -0.246
C -2.668 -3.488 5.152 -0.201
O -2.268 -4.856 5.382 -0.197
C -3.200 -5.802 4.966 -0.131
H 0.364 -0.232 9.776 0.072
H -0.269 1.298 9.116 0.080
H 1.339 1.156 9.738 0.081
H 0.325 -0.296 6.034 0.116
H -0.980 0.166 7.141 0.113
H -0.134 -1.968 8.538 0.107
H 0.586 -2.478 6.979 0.115
H -1.500 -3.531 7.228 0.100
H -0.670 -2.674 5.161 0.120
H -1.990 -1.479 5.322 0.118
H -2.679 -3.363 4.069 0.124
H -3.586 -3.285 5.702 0.127
H -3.129 -6.006 3.898 0.086
H -4.224 -5.585 5.269 0.084
H -3.020 -6.697 5.561 0.088
C 4.030 -5.073 -3.398 -0.114
O 4.638 -5.920 -2.424 -0.195
C 4.549 -7.269 -2.883 -0.206
C 4.904 -8.148 -1.620 -0.170
N 6.156 -7.706 -0.885 -0.058
C 6.225 -8.152 0.539 -0.187
C 7.289 -7.370 1.364 -0.210
O 6.666 -6.185 1.776 -0.198
C 7.405 -5.263 2.435 -0.139
H 2.946 -4.971 -3.358 0.081
H 4.291 -5.398 -4.405 0.085
H 4.325 -4.033 -3.252 0.080
H 5.302 -7.565 -3.614 0.114
H 3.559 -7.427 -3.310 0.115
H 5.068 -9.190 -1.894 0.108
H 4.031 -8.100 -0.968 0.093
H 6.135 -6.700 -0.789 0.080
H 6.515 -9.203 0.554 0.106
H 5.199 -8.154 0.909 0.104
H 8.216 -7.261 0.801 0.122
H 7.596 -7.996 2.201 0.115
H 8.330 -5.126 1.876 0.097
H 7.480 -5.611 3.465 0.088
H 6.811 -4.369 2.625 0.087
C -5.239 1.233 3.085 -0.102
O -6.002 1.854 4.133 -0.193
C -5.461 1.868 5.422 -0.212
C -4.165 2.744 5.551 -0.215
N -4.362 4.152 5.227 -0.043
C -3.185 4.976 5.220 -0.199
C -2.431 4.806 6.572 -0.247
O -1.365 5.698 6.571 -0.191
C -1.689 7.075 6.798 -0.094
H -5.064 0.158 3.128 0.079
H -4.296 1.730 2.857 0.079
H -5.830 1.218 2.169 0.081
H -5.298 0.815 5.652 0.115
H -6.230 2.211 6.114 0.122
H -3.398 2.172 5.029 0.107
H -3.936 2.600 6.607 0.107
H -4.773 4.217 4.307 0.106
H -3.371 6.027 4.997 0.108
H -2.394 4.701 4.523 0.118
H -2.066 3.793 6.740 0.107
H -2.991 4.883 7.504 0.121
H -2.264 7.528 5.990 0.075
H -0.788 7.658 6.984 0.086
H -2.263 7.194 7.717 0.084
C 5.581 1.570 7.575 -0.134
O 6.856 1.629 8.107 -0.190
C 6.885 1.718 9.515 -0.222
C 8.399 1.816 9.871 -0.181
N 8.728 1.134 11.131 -0.084
C 7.869 1.570 12.228 -0.204
C 8.372 0.848 13.537 -0.211
O 7.920 -0.495 13.798 -0.199
C 8.421 -1.107 15.024 -0.090
H 5.082 0.659 7.905 0.090
H 5.640 1.624 6.488 0.088
H 4.961 2.439 7.799 0.085
H 6.463 0.812 9.950 0.116
H 6.346 2.570 9.929 0.120
H 8.696 2.863 9.928 0.113
H 9.067 1.305 9.177 0.118
H 8.600 0.139 11.015 0.108
H 6.801 1.404 12.089 0.105
H 7.981 2.647 12.353 0.119
H 8.073 1.481 14.372 0.103
H 9.450 0.990 13.614 0.113
H 8.258 -0.442 15.872 0.070
H 9.509 -1.097 15.076 0.081
H 7.882 -2.029 15.242 0.088
C -4.242 6.637 0.396 -0.151
O -5.524 6.465 0.933 -0.191
C -6.207 5.478 0.113 -0.188
C -7.648 5.890 -0.221 -0.198
N -7.834 6.673 -1.434 -0.045
C -7.239 8.013 -1.306 -0.187
C -6.731 8.479 -2.669 -0.283
O -7.706 8.948 -3.527 -0.159
C -7.216 9.223 -4.891 -0.064
H -4.273 7.229 -0.519 0.080
H -3.663 5.717 0.320 0.087
H -3.605 7.207 1.071 0.083
H -6.125 4.570 0.710 0.112
H -5.613 5.147 -0.739 0.106
H -8.123 6.432 0.597 0.123
H -8.259 4.997 -0.358 0.111
H -7.321 6.210 -2.171 0.080
H -6.418 8.153 -0.602 0.103
H -8.015 8.751 -1.101 0.121
H -6.172 7.655 -3.112 0.107
H -5.963 9.225 -2.465 0.117
H -7.953 9.686 -5.548 0.082
H -6.810 8.385 -5.457 0.067
H -6.397 9.939 -4.825 0.077
C -8.133 1.708 -7.398 -0.102
O -7.273 2.350 -6.431 -0.200
C -7.020 3.778 -6.798 -0.168
C -7.023 4.644 -5.474 -0.177
N -6.325 3.996 -4.360 -0.060
C -4.908 3.826 -4.683 -0.229
C -4.032 4.993 -4.379 -0.182
O -4.006 5.871 -5.563 -0.226
C -3.270 7.136 -5.529 -0.080
H -8.608 0.802 -7.023 0.084
H -7.598 1.464 -8.316 0.078
H -8.898 2.416 -7.717 0.076
H -7.767 4.269 -7.422 0.100
H -6.244 3.925 -7.549 0.111
H -8.032 4.800 -5.093 0.114
H -6.584 5.635 -5.587 0.099
H -6.727 3.078 -4.232 0.094
H -4.753 3.409 -5.679 0.115
H -4.529 3.001 -4.080 0.120
H -2.995 4.672 -4.275 0.116
H -4.318 5.553 -3.488 0.109
H -4.010 7.931 -5.622 0.063
H -2.684 7.361 -6.421 0.074
H -2.671 7.244 -4.625 0.082
C 2.562 -7.937 4.302 -0.120
O 1.677 -7.872 3.180 -0.184
C 1.491 -6.526 2.757 -0.224
C 0.992 -6.428 1.332 -0.221
N -0.458 -6.434 1.204 -0.043
C -0.785 -6.561 -0.230 -0.194
C -2.317 -6.488 -0.322 -0.224
O -3.001 -7.547 0.375 -0.197
C -4.472 -7.381 0.315 -0.090
H 2.615 -8.972 4.641 0.085
H 2.214 -7.372 5.166 0.079
H 3.591 -7.582 4.243 0.080
H 2.361 -5.918 3.008 0.114
H 0.830 -6.169 3.546 0.119
H 1.520 -7.261 0.868 0.115
H 1.398 -5.562 0.810 0.111
H -0.739 -7.277 1.685 0.109
H -0.396 -7.475 -0.678 0.117
H -0.341 -5.725 -0.770 0.116
H -2.708 -6.547 -1.338 0.113
H -2.671 -5.553 0.113 0.112
H -4.881 -6.378 0.434 0.076
H -5.027 -7.946 1.064 0.077
H -4.933 -7.720 -0.613 0.075
C 2.604 5.628 -4.332 -0.122
O 2.479 4.396 -5.034 -0.211
C 2.926 4.427 -6.417 -0.167
C 2.801 3.015 -7.039 -0.229
N 4.006 2.288 -7.038 -0.072
C 3.759 0.904 -7.402 -0.234
C 4.937 0.039 -7.083 -0.241
O 5.220 0.079 -5.689 -0.171
C 6.542 -0.409 -5.508 -0.115
H 2.151 6.459 -4.873 0.077
H 3.652 5.913 -4.235 0.079
H 2.194 5.652 -3.323 0.084
H 3.977 4.716 -6.433 0.117
H 2.314 5.191 -6.897 0.114
H 2.471 2.996 -8.078 0.122
H 2.057 2.478 -6.450 0.112
H 4.453 2.236 -6.134 0.111
H 3.440 0.808 -8.440 0.124
H 2.879 0.549 -6.865 0.110
H 5.700 0.400 -7.772 0.125
H 4.676 -0.992 -7.323 0.126
H 6.668 -1.489 -5.592 0.087
H 6.856 -0.115 -4.507 0.085
H 7.284 0.071 -6.147 0.085